Formula: C18H38NO7
Source: OMol25
Level of theory: ωB97M-V/def2-TZVPD

XYZ file:
```
64
Properties=species:S:1:pos:R:3:forces:R:3
O 5.326319 -6.519876 3.096524 -0.6 0.4 -0.2
C 5.033301 -5.772726 2.221536 0.7 0.3 -0.8
O 5.984075 -4.990082 1.571295 -2.1 -1.2 -0.1
C 3.561042 -5.594149 1.691137 -1.5 0.9 -0.8
C 2.729183 -6.680856 1.158828 -0.6 2.6 0.1
C 1.398943 -6.326818 0.677765 1.5 -0.3 0.6
N 0.918841 -5.034711 0.721058 1.8 0.2 0.8
C 1.649513 -3.968404 1.211328 1.9 -1.5 0.4
C 3.009195 -4.232138 1.707637 -1.7 -0.6 -0.5
O 3.730012 -3.142393 2.179382 -0.9 -1.3 0.1
H 5.617275 -4.844319 0.672804 0.6 0.4 0.5
H 3.140587 -7.720412 1.115294 -0.7 1.1 0.0
H 0.720744 -7.096561 0.246943 0.6 0.8 0.4
H -0.019601 -4.824519 0.373862 0.3 -0.2 0.0
H 1.220150 -2.937663 1.201372 0.2 -1.1 -0.1
H 3.397095 -2.915719 3.073341 0.3 0.0 -0.5
C -2.451876 0.497252 0.026850 -0.2 -0.1 -0.1
C -1.295753 -0.273618 0.638407 0.0 0.7 -0.3
C -0.235288 0.667679 1.190027 0.2 -0.1 0.1
O -0.709771 -1.122456 -0.355120 0.2 -0.6 0.2
H -2.109537 1.117372 -0.807306 0.1 0.1 0.1
H -3.201154 -0.188838 -0.375261 0.0 0.0 0.1
H -2.930477 1.142359 0.766381 0.0 0.0 -0.1
H -1.666042 -0.919828 1.438737 0.1 -0.2 -0.2
H 0.181644 1.293770 0.395576 -0.2 0.1 0.0
H 0.597415 0.101210 1.617757 -0.1 0.0 0.1
H -0.649533 1.317604 1.963985 0.0 0.0 0.0
H -0.379538 -0.560095 -1.067606 -0.1 0.0 0.1
C -3.138842 5.270073 -1.021476 -0.3 -0.2 0.0
C -1.981359 4.496158 -0.410029 0.2 0.7 -0.4
C -0.919172 5.432024 0.144331 0.2 -0.2 0.3
O -1.398277 3.649910 -1.402533 0.0 -0.5 0.1
H -2.794831 5.890690 -1.854208 0.1 0.0 0.1
H -3.888144 4.585113 -1.424910 0.0 0.0 0.1
H -3.617564 5.914635 -0.281330 0.0 0.0 -0.1
H -2.353535 3.849272 0.388618 0.1 -0.2 -0.1
H -0.499334 6.058665 -0.648652 -0.2 0.0 0.0
H -0.089886 4.861938 0.570064 -0.1 0.1 0.0
H -1.331361 6.081631 0.919835 0.0 0.0 -0.1
H -1.066257 4.211685 -2.113463 -0.1 0.0 0.1
C -2.868339 -1.206378 -4.142424 0.2 0.2 0.1
C -4.283627 -1.146860 -3.587490 0.1 -0.5 -0.5
C -4.782443 -2.528300 -3.191317 -0.2 0.0 0.2
O -5.154407 -0.590903 -4.568387 -0.1 0.2 0.2
H -2.828585 -1.829295 -5.041183 -0.1 -0.1 0.1
H -2.527915 -0.209927 -4.432335 0.0 0.0 0.1
H -2.171599 -1.613158 -3.404639 0.0 0.0 0.0
H -4.310017 -0.484610 -2.719046 -0.1 0.1 -0.1
H -4.807631 -3.196269 -4.057669 0.1 0.0 0.0
H -5.802356 -2.471270 -2.805457 0.1 0.0 0.0
H -4.143282 -2.974714 -2.425277 0.0 0.0 0.0
H -5.139401 -1.168365 -5.341571 0.0 0.1 0.1
C 3.532089 2.160671 1.313055 0.1 -0.1 -0.3
C 3.176992 3.603286 1.639389 -0.1 -0.4 0.6
C 3.673263 3.995416 3.022146 0.1 0.2 0.0
O 1.761196 3.770482 1.576367 0.0 0.1 -0.2
H 3.065033 1.474263 2.027151 0.1 0.1 0.1
H 3.160594 1.889226 0.322021 0.1 0.1 0.0
H 4.612925 2.004951 1.335751 0.0 0.0 0.0
H 3.613766 4.267344 0.890633 -0.2 0.0 0.0
H 3.211524 3.370520 3.793155 0.1 -0.1 -0.1
H 3.402476 5.028751 3.247539 0.1 0.0 -0.1
H 4.758227 3.894707 3.095920 0.0 0.0 0.0
H 1.363327 3.187546 2.234877 0.1 0.1 0.0
```
Forces are in eV/Å.

Calculated values
Lowest unoccupied orbital energy   -5.3 eV
HOMO-LUMO gap   6.410 eV
Total charge   +1
HOMO level   -0.4304 hartree
Multiplicity   1